(P)
ORCA calculation (ωB97M-V/def2-TZVPD) on an isolated ion of composition C3H5N6 and charge +1.

Output
- gap between HOMO and LUMO (eV) = 9.21
- charge = +1
- SMILES = C1=NN2N=CN[N+]2=CN1
- multiplicity = 1
- lowest unoccupied orbital energy (eV) = -4.65

Structure (XYZ):
```
14
C3H5N6 (ωB97M-V/def2-TZVPD)
C 0.117 -2.044 -0.573
N 0.022 -1.092 -1.404
N 0.344 0.073 -0.855
N 0.378 1.249 -1.479
C -0.085 2.138 -0.688
N -0.524 1.599 0.500
N -0.222 0.289 0.450
C -0.213 -0.775 1.214
N 0.710 -1.690 0.698
H -0.229 -3.038 -0.786
H -0.121 3.189 -0.900
H -0.803 2.062 1.352
H -0.813 -0.948 2.088
H 1.440 -1.013 0.381
```

Mulliken population analysis, charges in e, atoms 1 to 4:
1. C -0.054
2. N -0.593
3. N 0.852
4. N -0.794

=====

(Q)
ORCA calculation (ωB97M-V/def2-TZVPD) on an isolated ion of composition C3H5N6 and charge +1.

Output
- gap between HOMO and LUMO (eV) = 7.58
- charge = +1
- SMILES = [H]/N=C\N=C/[n+]1nc[nH]n1
- multiplicity = 1
- lowest unoccupied orbital energy (eV) = -5.86

Structure (XYZ):
```
14
C3H5N6 (ωB97M-V/def2-TZVPD)
H 1.323 1.300 -2.458
N 0.716 0.600 -2.879
C 0.289 -0.485 -2.472
N 0.501 -1.329 -1.360
C 0.306 -1.441 -0.132
N -0.222 -0.493 0.731
N 0.141 -0.580 1.970
C -0.361 0.536 2.476
N -0.902 1.289 1.487
N -0.830 0.608 0.370
H -0.457 -0.998 -3.038
H 0.867 -2.186 0.456
H -0.179 0.929 3.408
H -1.191 2.248 1.442
```

Mulliken population analysis, charges in e, atoms 1 to 4:
1. H 0.247
2. N -0.444
3. C 0.047
4. N -0.281

=====

Least stable structure: (P)

=====

(P)
ORCA calculation (ωB97M-V/def2-TZVPD) on a 2-piece molecular cluster, C2H2F2IN overall.

Output
- gap between HOMO and LUMO (eV) = 8.39
- multiplicity = 1
- lowest unoccupied orbital energy (eV) = -0.02

Structure (XYZ):
```
8
C2H2F2IN (ωB97M-V/def2-TZVPD)
C 1.314 1.618 -0.524
C -1.386 -0.526 0.599
N 0.291 1.758 -0.999
F -2.389 -1.114 1.194
F -0.675 -0.131 1.606
I 0.065 -2.208 -0.250
H 2.311 1.552 -0.330
H 0.470 -0.949 -1.297
```

Mulliken population analysis, charges in e, atoms 1 to 4:
1. C 0.030
2. C 0.035
3. N -0.298
4. F -0.129

=====

(Q)
ORCA calculation (ωB97M-V/def2-TZVPD) on one molecule with the formula C2H2F2IN.

Output
- gap between HOMO and LUMO (eV) = 9.71
- SMILES = [H]/N=C/C(F)(F)I
- multiplicity = 1
- lowest unoccupied orbital energy (eV) = -0.15

Structure (XYZ):
```
8
C2H2F2IN (ωB97M-V/def2-TZVPD)
H -2.360 0.697 -0.018
N -1.323 0.823 0.148
C -0.618 -0.230 0.002
C 0.891 -0.181 0.114
F 1.417 -1.335 -0.319
F 1.406 0.012 1.348
I 1.733 1.470 -0.927
H -1.146 -1.256 -0.349
```

Mulliken population analysis, charges in e, atoms 1 to 4:
1. H 0.268
2. N -0.515
3. C -0.034
4. C 0.355

=====

Least stable structure: (P)